Record 1
DFT (wB97M-V/def2-TZVPD) results for a gas-phase ion, C25H26N2OPS2 (charge -1) at a distorted geometry.

Computed properties:
SMILES: [O-]P(=N[C@H](SC(=S)N1CCCCC1)c1ccccc1)(c1ccccc1)c1ccccc1
Net charge: -1
Largest force on an atom (eV Å⁻¹): 2.03
Molar mass (g mol⁻¹): 465.604
HOMO energy (eV): -4.20

Geometry as XYZ:
```
57
C25H26N2OPS2 | OMol25 | wB97M-V/def2-TZVPD
C 2.396 -3.583 -0.205
H 1.619 1.068 -2.508
H -2.133 -0.461 -3.422
H -1.987 3.789 1.991
H -0.799 -0.348 -5.408
C -3.821 -1.865 3.145
C 1.582 -3.987 0.861
C -1.096 -0.823 -3.347
H -0.994 -1.172 4.935
C -2.974 -1.707 4.253
C -1.965 -1.334 1.679
H 2.066 2.831 0.948
H -1.441 1.586 1.009
C 1.040 -3.028 1.729
O 1.227 -0.195 3.839
H 0.400 -3.343 2.557
H 2.793 -4.319 -0.905
H 3.376 -1.905 -1.179
C 2.704 -2.227 -0.381
H 2.735 -0.464 -4.099
H -1.572 -1.239 0.663
C 1.292 -1.667 1.511
C -3.306 -1.685 1.855
C -0.970 4.145 1.809
N -0.303 0.233 -2.727
H 1.517 0.583 -4.835
C -0.886 0.802 -1.625
H -1.112 -1.717 -2.694
C -0.015 3.236 1.352
S 0.136 1.918 -0.795
H -3.363 -1.889 5.258
P 0.514 -0.362 2.539
C -1.151 -1.059 2.779
C -0.573 5.477 2.012
H 1.361 -5.047 1.011
C 1.161 0.103 -2.767
H 2.670 5.257 0.917
H -1.307 6.188 2.398
H 1.518 -0.647 -2.030
C 0.735 5.887 1.712
N 0.492 0.869 1.501
C -0.586 -1.184 -4.732
C 1.316 3.602 1.157
H -3.935 -1.798 0.968
H -1.156 -2.047 -5.088
C -1.648 -1.295 4.070
C 1.668 4.953 1.222
S -2.449 0.543 -1.111
C 0.910 -1.475 -4.718
H -4.873 -2.125 3.280
C 1.659 -0.273 -4.161
H 1.033 6.926 1.848
C -0.367 1.811 0.929
H 2.363 -0.209 0.342
H 1.253 -1.697 -5.733
H 1.091 -2.358 -4.093
C 2.154 -1.271 0.484
```

=====

Record 2
DFT (wB97M-V/def2-TZVPD) results for 5 unconnected molecules or ions with the total composition C42H77F4INO15P2S2 at a distorted geometry.

Computed properties:
Net charge: -1
Largest force on an atom (eV Å⁻¹): 3.67
Molar mass (g mol⁻¹): 1165.048
HOMO energy (eV): -4.25

Geometry as XYZ:
```
144
C42H77F4INO15P2S2 | OMol25 | wB97M-V/def2-TZVPD
H -0.010 -4.711 4.214
H 1.745 -3.854 -2.340
H -2.439 4.492 5.446
C -7.935 -4.971 1.325
H 4.406 -0.666 0.907
P 3.349 -0.598 1.888
C 0.803 -5.454 4.115
F 3.281 -3.134 2.972
H 0.059 6.115 -5.287
O -0.519 2.363 7.222
H -1.254 -7.075 3.335
H -8.280 -4.392 3.355
C 0.867 -1.954 4.791
H 0.320 -3.574 -1.343
H -2.424 1.151 -7.290
H 6.258 -1.981 1.926
O 4.015 -1.057 -5.769
H -0.594 8.221 -4.200
H -2.892 -4.602 2.513
C -1.576 3.303 7.025
H 4.639 0.693 -3.813
C -0.541 -0.029 3.775
C 1.871 0.305 -0.167
H 3.084 -4.723 -0.595
H -1.408 -1.545 2.088
O 0.233 9.995 -6.784
C -0.457 2.636 -2.783
H -1.510 8.044 -5.715
H 0.821 -7.118 2.644
H -1.670 2.987 4.899
C -2.729 -5.523 3.104
H 2.927 1.906 -2.848
H -0.675 4.356 5.357
O 1.533 1.842 7.818
P 4.711 0.939 2.857
C -6.057 -2.281 0.894
H 1.475 -1.468 -2.075
H 5.050 -2.801 0.819
H 1.972 -4.155 0.758
H 5.710 -3.677 2.301
H -2.480 -5.258 4.158
O 2.303 -1.773 1.150
H -1.931 4.527 -7.654
O -4.047 2.463 -7.193
C 1.146 6.078 -5.202
C 0.700 1.330 -0.264
C 1.948 -2.018 -1.221
H 1.757 -4.903 4.268
S 1.025 -6.045 -0.397
H 1.626 4.286 6.407
C 0.787 -6.009 2.622
H 2.176 3.022 -0.553
C 1.106 2.770 -0.679
C -2.473 2.158 -5.357
C -5.616 -2.898 2.198
H 1.928 4.342 8.157
H 2.663 -0.534 3.147
F -0.350 1.608 -3.675
C -0.183 -0.822 5.065
C -3.675 3.385 -8.097
H 1.528 5.732 -6.165
I 3.938 0.966 5.215
H -2.038 3.937 -9.326
H 2.570 0.387 -5.297
H 0.713 -2.468 3.822
H 2.315 -1.224 -4.490
H 1.406 5.348 -4.437
C 0.319 9.104 -5.984
H -1.415 9.605 -4.873
H -1.114 -1.328 5.395
H -5.655 -1.270 0.841
H 0.247 -0.155 5.841
H -1.527 4.107 7.764
H 0.288 1.418 0.765
H -2.501 2.760 7.222
C 4.259 -2.113 2.728
H 4.202 -0.839 -3.028
O 2.451 0.673 1.123
C 2.045 -4.476 -0.296
C 4.497 -2.260 -5.295
H 1.388 7.804 -3.893
H 3.594 1.539 -0.695
C -0.864 8.704 -5.136
H -1.555 2.836 -8.061
N -0.478 -5.544 1.989
O -6.431 -3.778 2.816
C 0.057 -1.643 0.459
H 1.703 -5.618 2.149
C 3.772 0.053 -3.534
C 1.726 7.435 -4.863
H 3.572 2.801 2.678
O 1.456 8.392 -5.896
H 0.755 -2.730 5.585
C -1.593 3.819 5.601
C 1.517 -1.237 0.079
S -1.804 -5.171 -0.269
C 0.749 2.699 7.524
H 1.710 0.529 -2.876
H -7.136 -2.192 0.788
O -4.530 -2.675 2.649
C 0.650 3.156 -2.107
C -3.143 1.542 -6.567
H -7.454 -4.605 0.417
H -0.583 -1.526 -0.452
H -5.657 -2.870 0.069
C -2.206 3.679 -8.282
F 1.387 4.127 -2.779
O -4.511 4.012 -8.689
H -3.689 -6.084 3.149
C -7.800 -3.982 2.465
H 2.811 7.357 -4.803
C 3.076 -0.488 -4.840
C 1.429 -3.484 -1.330
H 0.713 -6.307 4.814
H -1.864 3.022 -5.630
H -1.277 -0.039 1.158
H 3.053 -2.080 -1.342
H -1.841 1.435 -4.866
H 3.850 -3.166 -5.240
H 0.379 4.857 7.542
H 4.641 -1.797 3.727
H -3.751 0.695 -6.248
H -8.297 -3.032 2.257
O 0.178 -0.337 2.640
C 5.407 -2.696 1.865
H -7.452 -5.914 1.582
C 3.112 0.621 -1.098
C -1.576 -6.412 2.502
H -0.111 0.876 -0.876
O 5.604 -2.330 -4.916
C 2.746 0.828 -2.620
H -0.004 -2.718 0.739
H -3.223 2.511 -4.648
O -1.404 0.786 3.793
C -0.666 -0.860 1.607
C 1.181 4.138 7.392
H 3.889 -0.161 -1.048
H -1.987 -7.095 1.725
O 4.366 2.481 2.219
C -0.436 -5.591 0.577
H 0.552 3.477 -0.004
H 1.906 -1.585 4.842
H -8.987 -5.162 1.104
F -1.717 3.078 -2.637
```

=====

Record 3
DFT (wB97M-V/def2-TZVPD) results for 5 unconnected molecules or ions with the total composition C27H41ClINO17P2S at a distorted geometry.

Computed properties:
SMILES: CP(O)N1C(=O)c2c(O)c([PH2]=S)c(CC(=O)Cl)c(I)c2C1=O.CCOC(=O)OC.CCOC(=O)OC.CCOC(=O)OC.CCOC(=O)OC
Largest force on an atom (eV Å⁻¹): 1.07
Molar mass (g mol⁻¹): 907.987
HOMO energy (eV): -9.12

Geometry as XYZ:
```
91
C27H41ClINO17P2S | OMol25 | wB97M-V/def2-TZVPD
C -7.667 1.573 6.132
H 6.878 -2.843 1.355
P 0.009 -6.029 0.880
O 8.111 -3.147 -1.545
C -6.565 0.537 6.146
C 5.428 1.735 -0.636
O 3.815 4.988 1.433
H -1.053 -4.094 -5.990
O -4.423 4.654 -1.178
C -6.260 4.557 2.845
C -2.710 6.392 -1.283
C -1.353 -1.388 -5.023
H -1.937 -0.305 -2.758
H -2.504 6.116 -2.318
C 5.271 -5.302 0.195
H 7.431 -2.997 -2.210
C -2.758 -0.381 -3.467
H 0.547 -7.254 1.260
O 5.165 3.301 2.088
O 5.778 -6.179 0.847
C 7.825 -3.314 1.089
H -2.759 1.450 0.191
C -0.017 -3.143 -0.340
C 3.840 -4.926 0.153
H -6.942 -0.405 6.545
H -3.376 0.511 -3.418
H -5.417 3.970 2.484
O -7.261 2.220 3.567
H 0.376 -1.948 -7.641
H -4.347 6.265 0.126
C 2.734 -5.652 0.549
H -0.626 -6.326 -0.337
C 5.121 -3.216 -0.734
O 0.206 -1.850 1.677
H 6.865 3.036 0.326
C -3.980 3.797 -0.259
H -2.550 7.464 -1.169
H -5.735 0.873 6.768
H -4.285 0.606 -0.146
H 8.121 -4.003 1.883
C -0.193 -1.940 0.566
C 2.493 -3.066 -0.570
H 8.587 -2.546 0.953
H -8.487 1.277 5.479
C 6.073 3.085 -0.421
H 0.765 -2.377 -5.974
O -7.178 2.865 5.734
N 5.947 -4.377 -0.626
H 2.681 4.155 2.961
H -6.186 0.359 5.140
C -3.843 1.526 0.224
H -0.791 -3.832 0.013
H 0.070 -4.388 -7.325
H -1.496 -3.618 -7.631
C -0.668 -3.692 -6.926
S -1.136 -5.251 2.245
C -4.134 6.038 -0.918
C 3.723 -3.665 -0.406
O -6.527 4.254 4.217
O -4.296 2.566 -0.651
H -4.172 1.702 1.246
C 3.285 5.039 2.761
O -3.398 4.085 0.756
O -0.911 -2.136 -4.188
H -2.002 5.867 -0.643
O -1.007 -1.353 -6.307
C -7.013 3.031 4.423
C 1.350 -3.767 -0.169
H -6.002 5.611 2.809
H -4.841 6.588 -1.537
H 4.085 5.111 3.494
C 4.739 4.046 1.244
H 2.663 5.927 2.799
O 5.106 4.077 -0.036
H 5.023 1.343 0.296
O 5.516 -2.120 -1.011
H -8.066 1.726 7.133
H 6.505 3.462 -1.346
C -0.037 -2.334 -6.711
Cl -1.149 -0.623 -0.162
P 7.729 -4.303 -0.449
H 6.154 1.019 -1.022
H -0.198 -2.864 -1.379
O 2.850 -6.867 1.120
H 3.718 -7.243 0.917
O -2.267 -0.444 -4.811
I 2.358 -1.169 -1.406
H 4.607 1.819 -1.350
H -7.137 4.373 2.228
C 1.471 -5.064 0.375
H -3.359 -1.261 -3.244
```

=====

Record 4
DFT (wB97M-V/def2-TZVPD) results for 3 unconnected molecules or ions with the total composition C2H13N2O2 at a distorted geometry.

Computed properties:
Spin multiplicity: 2
Expectation value of S²: 0.75
Net charge: +2
Largest force on an atom (eV Å⁻¹): 4.26
Molar mass (g mol⁻¹): 97.138
HOMO energy (spin up / spin down) (eV): -18.28 / -18.28

Geometry as XYZ:
```
19
C2H13N2O2 | OMol25 | wB97M-V/def2-TZVPD
H -1.968 2.576 -1.865
H -1.491 -1.938 2.796
N -0.495 -0.795 -0.114
H 0.151 -1.594 -0.068
O -0.755 -1.401 2.466
H 0.595 0.978 0.222
H -1.403 2.306 -0.168
H -0.411 -0.911 3.232
H -0.862 -0.675 0.878
H -0.846 0.559 -2.535
H 3.371 -0.508 1.233
H -1.248 -1.047 -0.781
N -1.552 1.961 -1.114
C -0.455 1.199 -1.752
O 2.792 -0.966 0.615
H 1.162 -0.047 -1.172
H 0.403 1.834 -2.119
C 0.259 0.361 -0.654
H 2.753 -1.891 0.900
```

=====

Record 5
DFT (wB97M-V/def2-TZVPD) results for a molecular structure, C15H38AlCl2O3P2 at a distorted geometry.

Computed properties:
Net charge: -1
Largest force on an atom (eV Å⁻¹): 2.22
Molar mass (g mol⁻¹): 426.302
HOMO energy (eV): -4.63

Geometry as XYZ:
```
61
C15H38AlCl2O3P2 | OMol25 | wB97M-V/def2-TZVPD
C 1.825 6.699 -0.589
Cl -1.695 -0.460 0.121
H 0.119 -6.592 1.355
P -0.886 4.752 0.415
Cl 1.667 1.143 -0.723
C -0.846 -4.629 -0.818
C 3.333 -4.346 -0.011
C 2.196 -4.258 -2.245
H -1.932 8.203 -0.121
H -3.394 2.468 0.383
P 0.583 -3.690 -0.029
H 1.129 4.909 -1.623
H 0.916 0.024 1.873
H -0.543 2.049 1.217
H -2.939 3.022 -1.905
H 0.095 -6.096 -2.154
H 2.281 -3.171 -2.384
H 1.851 -6.159 1.414
C 0.858 -5.932 1.824
H -2.375 -4.195 -2.274
H 0.955 -2.507 2.545
H 1.046 7.248 -1.128
H 4.171 -4.736 -0.606
H 1.025 -3.886 3.674
H -0.753 -3.687 -2.792
H -1.633 -2.740 -1.565
H 1.776 -5.692 -0.683
H -3.053 7.068 0.571
Al 0.078 0.662 0.621
H -1.579 -4.667 0.008
C -0.615 -6.058 -1.318
H -3.155 4.774 -1.584
H -0.271 -6.739 -0.531
H 2.334 -3.638 2.501
H -3.499 4.195 0.900
H 2.782 6.947 -1.062
H -1.579 -6.445 -1.683
H 0.880 -6.176 2.896
H -1.949 8.414 2.375
H 3.121 -4.718 -2.619
H -4.695 3.516 -0.213
H -0.599 -4.355 1.896
H 1.843 7.030 0.456
H 2.504 4.638 -0.555
C 2.029 -4.622 -0.766
C -1.394 7.607 1.886
C 1.578 5.210 -0.666
C -1.430 -3.754 -1.930
H 3.375 -4.836 0.967
H 3.500 -3.269 0.136
O 0.720 4.705 0.414
C 0.478 -4.455 1.676
O -1.263 6.266 -0.197
C -3.642 3.486 0.069
H -0.351 7.929 1.788
O -1.390 3.862 -0.877
C 1.249 -3.559 2.651
H 1.374 -4.616 -2.873
H -1.413 6.724 2.531
C -1.981 7.317 0.517
C -2.819 3.816 -1.155
```

=====

Record 6
DFT (wB97M-V/def2-TZVPD) results for C3H8OS in the gas phase at a distorted geometry.

Computed properties:
SMILES: OCCCS
Largest force on an atom (eV Å⁻¹): 5.24
Molar mass (g mol⁻¹): 92.163
HOMO energy (eV): -8.75

Geometry as XYZ:
```
13
C3H8OS | OMol25 | wB97M-V/def2-TZVPD
H 0.375 0.931 -1.646
S -1.904 -0.883 -0.346
H 2.494 -1.659 0.014
H -2.065 1.556 -0.469
H 0.935 -0.590 1.254
O 2.307 -0.581 -0.317
H -1.222 0.878 1.239
C -1.347 0.772 0.139
C 0.895 -0.387 0.103
H 0.596 1.804 0.058
H 0.299 -1.183 -0.484
C 0.145 0.886 -0.434
H -1.507 -1.542 0.889
```

=====

Record 7
DFT (wB97M-V/def2-TZVPD) results for a molecular structure, C21H29Br5ClF7IN2O6P2 at a distorted geometry.

Computed properties:
Net charge: +1
Largest force on an atom (eV Å⁻¹): 4.53
Molar mass (g mol⁻¹): 1162.282
HOMO energy (eV): -11.73

Geometry as XYZ:
```
74
C21H29Br5ClF7IN2O6P2 | OMol25 | wB97M-V/def2-TZVPD
H 6.638 -7.312 -2.476
C 2.642 2.654 1.470
H 2.331 3.134 2.421
H 4.041 3.766 0.252
H -2.077 -1.657 3.479
Br -2.531 -5.507 1.507
H -2.576 2.385 4.337
C 2.937 3.739 0.349
H 3.534 2.033 1.686
C 4.316 -1.970 0.099
O -3.736 -4.543 -0.720
Br -3.995 -2.188 1.505
H -0.775 2.004 -1.288
H 0.650 -2.294 -0.489
H -2.295 4.410 -0.146
H -1.540 4.268 -1.809
Br 6.675 -7.294 0.001
O -5.297 -0.927 -3.234
H 0.377 0.416 0.982
O -0.150 -0.336 3.393
F 5.031 -0.852 0.285
F -4.302 -2.755 -2.822
Cl -2.322 -0.461 -2.264
C 6.671 -6.500 -1.760
H 1.796 2.002 1.147
H 3.010 3.494 -1.800
H 0.313 3.830 0.640
O -2.087 1.986 3.592
H -0.266 0.116 -0.624
H -0.174 5.457 0.127
F 3.777 -2.349 1.272
H -0.212 -2.538 2.514
P -0.966 -1.336 2.676
F -5.707 1.038 -1.367
C -0.067 4.406 -0.230
H -0.773 2.158 1.224
O -6.326 -0.354 0.122
F 5.157 -2.926 -0.302
C -1.908 -3.058 -0.120
Br 8.290 -5.506 -2.103
H 1.504 5.414 -1.364
C -2.355 0.537 1.101
O -3.437 0.386 0.156
H 2.608 4.736 0.717
H 1.874 2.355 -1.028
C 3.227 -1.729 -0.991
H 1.716 -0.232 -1.422
P -3.125 0.921 2.853
I -5.257 2.050 2.421
F 2.757 -2.929 -1.423
C -5.580 -0.124 -0.723
F 3.865 -1.150 -2.057
C -2.877 -4.262 -0.005
H 0.603 4.205 -2.335
C 0.923 -1.470 0.195
H -1.035 -3.317 0.520
N -4.584 -1.128 -1.071
C 2.227 3.413 -1.013
C -1.764 1.960 0.754
N -1.459 -0.698 1.024
Br 5.095 -5.420 -2.052
H 1.356 -1.873 1.130
C -0.150 -0.355 0.375
H -1.537 -2.943 -1.167
C -2.422 -1.647 0.365
C -4.747 -1.541 -2.433
C -3.199 -0.743 -0.712
C 2.136 -0.745 -0.525
H -2.548 2.205 -1.364
C -1.660 2.390 -0.733
H -2.437 2.703 1.240
H 2.597 0.035 0.115
C 1.054 4.394 -1.335
C -1.471 3.969 -0.741
```

=====

Record 8
DFT (wB97M-V/def2-TZVPD) results for 2 unconnected molecules or ions with the total composition C4H6O2 at a distorted geometry.

Computed properties:
SMILES: C=C=O.CC=O
Largest force on an atom (eV Å⁻¹): 2.10
Molar mass (g mol⁻¹): 86.090
HOMO energy (eV): -9.19

Geometry as XYZ:
```
12
C4H6O2 | OMol25 | wB97M-V/def2-TZVPD
H 2.648 -0.332 0.042
H -3.109 -0.117 0.381
H -1.819 -1.398 -0.129
O 0.588 -1.681 -0.524
H 1.693 0.965 0.818
H 2.017 1.037 -0.911
O -0.690 1.517 0.915
C 1.805 0.352 -0.084
C 0.589 -0.477 -0.450
H -0.411 -0.004 -0.803
C -2.086 -0.398 0.195
C -1.223 0.537 0.549
```

=====

| no. | DFT total energy (a.u.) |
| --- | --- |
| 1 | -2290.8230 |
| 2 | -5005.9449 |
| 3 | -4226.1748 |
| 4 | -343.2658 |
| 5 | -2665.7797 |
| 6 | -592.4239 |
| 7 | -16387.9356 |
| 8 | -306.4026 |